Model 1:
Formula: C2H7NO3
Source: the OMol25 dataset
Level of theory: ωB97M-V with the def2-TZVPD basis set

Each line ends with the Löwdin charge.
Geometry (Å):
O 0.45107 -1.52385 1.59359  0.051
O 1.81513 -0.86893 -0.12278  0.070
H -2.22769 -0.36905 -1.01561  0.086
H -0.49344 2.71571 0.18744  0.081
O -1.38116 -0.25305 -0.55590  -0.097
H 0.46286 0.60509 -1.23207  0.065
H 1.62118 -2.79115 0.83015  0.156
H -0.23678 -1.23737 0.99831  0.062
C 1.45001 -1.67116 0.70921  -0.368
C -0.51523 0.87746 -0.90553  -0.316
H -0.91984 1.45978 -1.82438  0.142
N -0.24944 1.70936 0.26039  0.006
H 0.22333 1.34717 1.07718  0.063

Results
Kohn-Sham gap   9.869 eV
Total charge   0
SMILES   O=CO.NCO

***

Model 2:
Formula: C2H7NO3
Source: the OMol25 dataset
Level of theory: ωB97M-V with the def2-TZVPD basis set

Each line ends with the Löwdin charge.
Geometry (Å):
N -0.65343 -0.98347 -0.83233  0.024
H -2.66110 -1.09344 -0.13896  0.128
H -1.00180 0.15551 1.25455  0.052
H 0.05972 -1.72063 -0.79967  0.122
O 0.29875 1.33013 -0.46733  0.009
C 1.54191 1.26940 0.05872  -0.425
C -1.60230 -1.32944 0.17041  -0.315
H -1.62712 -2.39647 0.53284  0.131
H 1.67552 2.04073 0.77375  0.117
H -0.09998 0.53158 -0.90470  0.033
O 2.45701 0.61471 -0.26672  0.088
O -1.55512 -0.60663 1.42283  -0.072
H -1.01400 -0.97836 -1.77649  0.110

Results
Kohn-Sham gap   11.006 eV
Total charge   0
SMILES   O=CO.NCO

***

Model 3:
Formula: C2H7NO3
Source: the OMol25 dataset
Level of theory: ωB97M-V with the def2-TZVPD basis set

Each line ends with the Löwdin charge.
Geometry (Å):
C 0.77357 1.80543 -1.13621  -0.384
H -2.81550 -0.84069 1.95252  0.032
C 0.79367 -0.52413 -0.36644  -0.233
O 0.21169 1.53150 -2.17067  0.016
H -0.20977 -0.80584 -0.06070  0.119
N 0.97302 0.91627 -0.13379  0.037
O -2.88963 -1.52958 1.28295  -0.065
H 1.02914 -0.67930 -1.40880  0.125
H -3.57551 -1.23660 0.66798  0.040
H 1.46582 1.24844 0.68257  0.130
O 1.72245 -1.24603 0.40244  -0.033
H 1.31624 -1.44654 1.24985  0.087
H 1.20482 2.80706 -0.96171  0.128

Results
Kohn-Sham gap   10.412 eV
Total charge   0
SMILES   O=CNCO.O

***

Model 4:
Formula: C2H7NO3
Source: the OMol25 dataset
Level of theory: ωB97M-V with the def2-TZVPD basis set

Each line ends with the Löwdin charge.
Geometry (Å):
O -1.38974 -1.49026 2.22548  -0.140
H 1.59022 -0.40584 2.79306  0.104
C 0.14768 -1.77263 2.18402  -0.186
H 0.00845 3.43934 -5.43503  0.086
H -1.27459 3.82441 -5.78057  0.024
N 0.88124 -0.51738 2.13077  0.037
H -1.90376 -2.08496 1.55224  0.121
H 0.96397 1.10535 0.67625  0.127
O -0.92613 2.99545 -5.40688  -0.110
C 0.76602 0.03909 0.85974  -0.294
H 0.64660 -2.29859 3.10745  0.150
O 0.37143 -0.55261 -0.16066  0.000
H 0.11861 -2.28138 1.25413  0.081

Results
Kohn-Sham gap   11.013 eV
Total charge   0
SMILES   O=CNCO.O

***

In terms of stability, model 3 leads; the second structure lies 0.463 eV higher.

***

Model 1:
Formula: CH2IOP
Source: the OMol25 dataset
Level of theory: ωB97M-V with the def2-TZVPD basis set

Each line ends with the Löwdin charge.
Geometry (Å):
P 0.94576 -2.16747 0.01582  0.700
H 1.43552 0.30409 0.47637  -0.062
H -0.33846 1.48951 -0.17028  -0.005
O -0.64333 0.57538 -0.31550  -0.863
I -2.62191 0.44427 -0.07276  0.790
C 1.22242 -0.64578 0.06635  -0.561

Results
Kohn-Sham gap   8.341 eV
Total charge   0
SMILES   C#P.OI

***

Model 2:
Formula: CH2IOP
Source: the OMol25 dataset
Level of theory: ωB97M-V with the def2-TZVPD basis set

Each line ends with the Löwdin charge.
Geometry (Å):
H -0.25449 0.28954 -0.26967  -0.044
P 0.71795 -1.82823 0.50144  0.689
H 0.20330 -0.79323 -1.54420  -0.027
C 0.44607 -0.37698 -0.62654  -0.765
O -0.10597 -1.75423 1.69966  -0.489
I 2.36779 0.72217 -0.18908  0.636

Results
Kohn-Sham gap   8.659 eV
Total charge   0

***

Model 3:
Formula: CH2IOP
Source: the OMol25 dataset
Level of theory: ωB97M-V with the def2-TZVPD basis set

Each line ends with the Löwdin charge.
Geometry (Å):
I 2.04675 1.69713 3.21615  0.147
H 0.04479 -0.41738 -0.41743  0.029
C 0.06319 0.54754 -0.20499  -0.120
O 0.92142 1.15631 0.35312  -0.209
H -0.81147 1.20891 -0.64702  0.118
P 2.46211 3.33763 1.47346  0.035

Results
Kohn-Sham gap (spin up / spin down)   6.763 / 6.748 eV
Total charge   0

***

In terms of stability, model 2 leads; the second structure lies 2.459 eV higher.

***

Model 1:
Formula: H66O33
Source: the OMol25 dataset
Level of theory: ωB97M-V with the def2-TZVPD basis set

Each line ends with the Löwdin charge.
Geometry (Å):
O 13.12252 5.84983 10.33992  -0.084
H 10.86788 5.80229 8.77427  0.019
H 14.33844 11.89428 10.39219  0.028
H 13.86596 11.35477 14.99355  0.019
H 8.36996 10.16407 6.13683  0.016
H 12.36204 17.01360 10.58275  0.037
H 8.60562 6.90009 15.95370  0.071
O 8.43366 11.10901 5.81938  -0.098
O 11.35668 12.94095 12.78232  -0.080
H 16.28514 12.52745 15.37787  0.048
O 4.81740 9.22532 9.64614  -0.046
H 14.56443 14.97560 9.84140  0.057
H 13.26467 13.35128 12.95426  0.069
H 5.93761 8.84173 5.70903  0.055
H 14.45138 12.65562 12.31699  -0.006
O 10.13755 8.13793 9.46871  -0.031
O 11.95381 8.32136 13.97617  -0.076
H 13.40112 5.35765 11.16589  0.099
O 14.56630 10.34636 12.43268  -0.074
H 13.43444 8.12125 6.82138  0.105
H 11.88370 8.86400 13.18668  -0.004
H 9.86498 9.01478 9.58641  -0.018
H 4.57371 9.90087 10.26056  0.047
H 7.85173 8.56148 7.84797  0.057
H 8.44209 9.49874 13.36040  0.041
H 6.10187 8.52485 12.32164  0.049
H 10.76081 9.76340 11.51446  0.043
H 4.95522 9.87718 6.04388  0.051
H 9.27371 7.68952 17.04043  0.048
H 8.64924 12.53947 10.29054  0.027
H 13.80572 10.51398 13.02365  0.007
H 12.34404 7.41951 7.63604  0.006
O 14.38480 12.08767 9.42901  -0.084
O 12.67840 16.57982 11.38513  -0.078
H 13.61023 6.67619 10.54398  0.023
H 15.32698 10.16578 13.04793  0.098
H 12.65932 8.83345 14.47715  0.077
H 13.12985 15.78621 11.02775  -0.010
O 9.56395 9.48575 14.64600  -0.090
O 5.77433 7.95761 11.59760  -0.037
H 5.97113 10.10286 8.82807  0.024
H 5.18358 8.61637 10.29882  -0.024
O 8.46765 7.66775 16.53487  -0.033
O 10.59246 11.96262 7.33661  -0.040
O 14.27604 13.28365 12.99806  -0.055
H 9.22455 14.68248 11.44057  0.009
O 11.64060 10.03869 11.80862  -0.036
O 15.59801 12.02124 14.95519  -0.064
O 13.16923 10.70883 14.79757  -0.079
H 12.31432 5.57314 8.71623  0.015
O 8.66467 10.56691 10.40459  -0.063
H 7.36398 10.58123 13.29863  0.068
H 11.52416 6.49395 13.18319  -0.001
H 13.58525 11.53227 9.14122  0.028
H 7.89511 13.45211 9.45569  0.054
H 12.21500 11.90984 6.34764  -0.017
H 9.09854 9.08226 15.42775  0.053
O 12.27405 10.51028 8.90269  -0.093
H 6.92861 10.30360 7.50965  -0.018
H 7.50153 11.44682 5.67636  0.076
H 14.46218 8.85993 9.61887  0.010
H 11.72419 11.05716 8.26499  0.040
O 10.93890 12.01164 15.54039  -0.043
H 9.44538 8.48885 7.52517  0.040
O 6.77791 10.56127 8.42821  -0.098
O 13.66670 14.66703 9.65997  -0.081
O 14.41797 8.37575 10.40917  -0.017
H 15.11299 12.65898 14.39775  0.000
H 11.34756 12.03055 12.38190  0.047
O 13.06886 11.61132 6.02662  -0.056
H 8.10765 10.47355 9.64192  -0.015
O 5.84020 9.78881 5.71726  -0.018
H 10.37121 8.91249 14.51865  0.039
O 7.66039 9.81516 12.80957  -0.074
H 9.86010 11.64818 6.77696  0.029
H 8.18159 10.26611 11.21098  0.022
H 10.45848 11.20480 15.19707  0.044
H 11.62055 6.11862 11.74433  0.013
H 9.13069 7.47037 10.87032  0.006
H 11.92848 10.42491 10.97219  0.035
H 10.10951 12.69720 7.68585  0.052
H 10.96342 12.52995 14.76855  -0.014
H 12.36090 11.10474 15.17472  0.012
H 6.59893 7.53089 11.39558  0.004
O 8.73782 13.45526 9.93046  -0.061
O 8.44315 7.00965 11.41223  -0.088
O 11.14816 5.86539 12.56374  -0.057
H 9.09744 6.64107 12.08724  0.058
O 8.57764 8.78688 7.26275  -0.034
H 10.72950 13.61187 12.42989  0.001
H 11.10867 8.16882 9.54065  0.060
H 13.84124 13.69823 9.64894  -0.008
H 13.62340 12.39198 5.92086  0.043
H 10.56612 15.34954 11.63375  0.027
H 14.41957 8.97331 11.15057  -0.007
O 11.54384 5.67818 8.12407  -0.050
O 12.87863 8.21378 7.63240  -0.043
O 9.84052 14.96251 12.10472  -0.016
H 12.48537 9.74848 8.32155  0.013

Results
Kohn-Sham gap   10.731 eV
Total charge   0

***

Model 2:
Formula: H66O33
Source: the OMol25 dataset
Level of theory: ωB97M-V with the def2-TZVPD basis set

Each line ends with the Löwdin charge.
Geometry (Å):
H -22.39317 -21.35558 -1.73043  0.051
O -24.93650 -17.91045 2.17309  -0.054
O -21.78869 -10.59369 -0.86992  -0.056
H -22.73902 -14.31602 4.30767  -0.053
O -23.00023 -20.11061 2.95611  -0.057
O -24.70455 -20.98602 -4.00207  -0.033
H -20.42509 -15.30363 -3.59329  0.042
H -25.07988 -18.45628 1.39995  -0.023
H -23.81573 -13.01035 -3.54448  -0.039
H -22.32206 -18.29940 -2.07897  0.019
H -20.83862 -15.40271 0.19034  0.021
O -24.99879 -16.40544 -0.49950  -0.025
O -26.95919 -20.02780 -1.89748  -0.034
H -20.29309 -19.15700 -1.33276  -0.017
H -29.38395 -20.97091 0.25567  0.078
O -27.97459 -19.20402 2.65242  -0.043
H -23.29468 -16.81881 4.75744  0.064
O -23.28885 -11.80117 2.16625  -0.029
H -23.55004 -11.93208 -2.51558  -0.021
H -27.10651 -19.13310 -2.20414  0.020
H -28.30203 -20.13044 -0.38850  0.018
O -22.61533 -19.36775 -5.13065  -0.024
H -27.09501 -12.78542 2.24687  0.003
H -26.47938 -11.66308 3.05511  0.069
O -22.60623 -13.36823 4.29002  -0.071
H -23.98759 -13.40377 -0.15275  0.053
H -22.40778 -19.60913 2.39598  0.023
O -26.25201 -12.41222 2.50437  -0.036
O -23.29050 -21.45044 -1.41103  -0.024
H -22.89452 -17.65599 -4.95935  -0.016
H -28.10478 -13.60981 -1.56418  0.051
H -26.09762 -15.41146 3.11856  -0.002
H -27.08321 -16.95681 -3.06810  -0.002
H -23.86901 -19.75842 2.76265  -0.009
H -22.36147 -11.29477 -0.55906  -0.021
O -27.39690 -17.18807 -2.19383  -0.064
O -23.53602 -12.09902 -3.45801  -0.076
H -24.28029 -21.39097 -3.24558  0.019
H -23.05806 -13.07730 3.49792  -0.029
H -29.21836 -13.03615 1.85452  0.055
O -29.92396 -17.90280 -2.83770  -0.040
H -20.44073 -16.59970 2.05542  0.042
H -22.29207 -16.28740 -5.19586  0.063
H -21.71463 -10.74437 -1.81227  0.016
O -24.52890 -18.23556 -2.48166  -0.016
O -22.91945 -16.75298 -4.64281  -0.052
O -21.37424 -15.56337 -0.58653  -0.046
H -25.11254 -17.01864 1.87323  0.001
H -25.08864 -15.18473 -3.37418  0.026
H -29.21522 -18.27105 -0.06281  -0.009
H -22.80300 -13.47098 -1.09302  0.043
O -26.70505 -16.48977 -4.72188  -0.014
H -27.20460 -19.74600 2.48030  0.035
O -25.28495 -20.05222 0.30133  -0.032
H -24.88318 -21.71520 -4.59588  0.066
H -28.96698 -17.89677 -2.85718  -0.029
O -24.25913 -14.70714 -3.38152  -0.035
H -21.45995 -15.86938 2.90378  0.022
H -25.60488 -14.00529 2.85061  -0.015
H -24.71327 -17.09910 -1.09409  -0.012
O -29.02154 -20.08509 0.24117  -0.034
H -24.95969 -19.08964 -2.51624  0.017
H -27.51957 -16.13506 -5.07818  0.071
O -28.63122 -13.77120 1.67787  -0.033
H -28.25478 -16.39584 2.04345  0.005
H -24.03639 -15.54322 4.41888  0.015
H -23.64675 -15.29655 -3.82179  0.001
O -25.30631 -14.87292 3.12322  -0.047
H -21.51034 -17.06026 -1.76665  -0.002
H -24.26341 -15.79324 -0.47422  0.032
H -28.33022 -13.62766 0.78063  -0.008
O -20.93406 -15.78117 2.10887  -0.030
H -28.56486 -16.99064 -0.54184  0.002
H -24.19607 -18.09856 -3.36861  0.025
H -26.22582 -16.80619 -5.48767  0.069
O -20.01590 -20.07059 -1.26373  -0.065
H -30.18280 -17.89468 -3.75920  0.030
H -26.83276 -16.69493 -1.59821  0.040
H -19.57606 -14.07830 -3.32947  0.062
O -23.15579 -15.89468 4.55025  -0.056
H -23.32935 -19.95070 -4.87264  0.003
H -28.27666 -12.12090 -1.35086  0.062
H -20.90191 -15.13013 -1.29747  -0.010
H -28.55791 -19.37400 1.91277  -0.004
H -19.09731 -20.02331 -0.99882  0.030
H -23.41579 -10.94399 2.57290  0.062
O -20.23747 -14.64169 -2.92779  -0.019
O -23.51670 -12.89717 -0.81444  -0.037
H -27.10479 -20.57343 -2.67035  0.070
O -29.06288 -17.35980 0.18749  -0.027
H -24.46602 -20.43311 -0.01571  0.012
H -23.27342 -22.24689 -0.88037  0.071
O -21.46020 -17.90529 -2.21346  -0.045
O -28.33568 -12.96222 -0.89819  -0.021
O -27.63909 -16.44330 2.77482  -0.058
H -25.93850 -20.31477 -0.34688  -0.003
H -27.62579 -17.36910 3.01764  0.002
H -24.12559 -11.99199 1.74237  0.011
H -22.43333 -19.59967 -6.04132  0.067

Results
Kohn-Sham gap   7.827 eV
Total charge   0

***

In terms of stability, model 1 leads; the second structure lies 2.652 eV higher.

***

Model 1:
Formula: C4Br2F4O
Source: the OMol25 dataset
Level of theory: ωB97M-V with the def2-TZVPD basis set

Each line ends with the Löwdin charge.
Geometry (Å):
C -0.36207 0.01929 1.33041  -0.144
C -1.21684 -0.13805 0.03560  -0.346
O -0.40569 0.41479 2.42439  0.211
Br 2.39356 1.53640 0.16810  0.713
F 0.17269 -0.87664 -1.81128  0.073
C 0.06922 0.10490 -0.89996  -0.550
F -2.22629 0.75701 0.02857  0.151
Br 2.07644 -1.72606 0.19028  0.727
F 0.04613 1.31529 -1.56325  0.060
C 1.18767 -0.00230 0.15030  -1.022
F -1.73483 -1.40464 -0.05315  0.127

Results
Kohn-Sham gap   8.752 eV
Total charge   0

***

Model 2:
Formula: C4Br2F4O
Source: the OMol25 dataset
Level of theory: ωB97M-V with the def2-TZVPD basis set

Each line ends with the Löwdin charge.
Geometry (Å):
C 1.88559 -0.00548 -0.07401  -1.132
F -0.75680 1.27843 -1.52382  0.170
F -0.35842 1.76206 1.30499  0.148
Br 2.10738 1.81312 0.06541  0.825
C -0.77877 0.35876 -0.58702  -0.411
O 0.55127 -1.86673 -0.69671  0.090
C 0.79964 -0.71683 -0.47299  -0.513
C -0.75604 0.65380 0.78671  -0.194
F -1.65037 -0.55404 -1.02006  0.156
Br 3.42583 -1.16245 0.04358  0.705
F -0.93705 -0.30524 1.77342  0.154

Results
Kohn-Sham gap (spin up / spin down)   6.597 / 6.588 eV
Total charge   0

***

In terms of stability, model 1 leads; the second structure lies 2.338 eV higher.